{"formula": "C26H44AgO26S4", "method": "wB97M-V/def2-TZVPD", "spin_multiplicity": 2, "orbital_gap_ev": [9.15, 6.57], "elements": ["Ag", "O", "C", "C", "O", "H", "H", "H", "H", "O", "C", "O", "C", "C", "C", "H", "H", "H", "H", "H", "H", "O", "C", "O", "C", "C", "C", "H", "H", "H", "H", "H", "H", "O", "C", "O", "C", "C", "C", "H", "H", "H", "H", "H", "H", "O", "C", "O", "C", "C", "C", "H", "H", "H", "H", "H", "H", "C", "C", "O", "S", "O", "O", "O", "H", "H", "H", "H", "C", "C", "O", "S", "O", "O", "O", "H", "H", "H", "H", "C", "C", "O", "S", "O", "O", "O", "H", "H", "H", "H", "C", "C", "O", "S", "O", "O", "O", "H", "H", "H", "H"], "coordinates": [[-1.6131, 2.0258, 0.4710], [0.5628, 1.8926, -0.1736], [0.7304, 0.5918, -0.3756], [-0.0137, -0.4609, 0.6043], [-1.3324, -0.2912, 0.7393], [1.8069, 0.3184, -0.3485], [0.3481, 0.2832, -1.3682], [0.4384, -0.3684, 1.6142], [0.2257, -1.4842, 0.2561], [-0.7920, 2.7256, 2.5276], [0.3520, 2.8428, 2.8766], [0.8407, 2.1416, 3.9117], [2.2737, 2.1771, 3.8801], [2.6170, 3.5147, 3.2288], [1.3999, 3.7901, 2.3400], [2.6932, 1.3510, 3.2971], [2.6774, 2.0302, 4.8788], [3.4956, 3.4404, 2.5814], [2.8956, 4.2882, 3.9418], [1.5328, 3.5677, 1.2806], [1.0695, 4.8251, 2.4178], [-0.4259, -1.1052, -3.6722], [0.7404, -1.2726, -3.4752], [1.6505, -0.3181, -3.7833], [2.9839, -0.7490, -3.5268], [2.9158, -2.2525, -3.2331], [1.4434, -2.4927, -2.9216], [3.3762, -0.1929, -2.6750], [3.5983, -0.5585, -4.4037], [3.5942, -2.5367, -2.4296], [3.1786, -2.8853, -4.0817], [1.2267, -2.4498, -1.8447], [0.9499, -3.3877, -3.2827], [-2.5538, 1.9783, -1.6709], [-2.8289, 1.6667, -2.8043], [-4.0513, 1.2717, -3.1390], [-4.1225, 0.9530, -4.5503], [-2.6799, 0.8534, -5.0367], [-1.9179, 1.7040, -4.0040], [-4.6572, 1.7953, -4.9921], [-4.7022, 0.0460, -4.6977], [-2.6369, 1.2877, -6.0324], [-2.2699, -0.1514, -4.9808], [-1.8119, 2.7358, -4.3307], [-0.9474, 1.2863, -3.7560], [2.2316, -1.0915, 3.3058], [2.6641, -1.1465, 2.1933], [2.7480, -2.3224, 1.5195], [3.3483, -2.0868, 0.2117], [4.1824, -0.8369, 0.4330], [3.2711, -0.0220, 1.3700], [2.5532, -2.0526, -0.5331], [3.9899, -2.9464, 0.0291], [4.4476, -0.3126, -0.4829], [5.1001, -1.1049, 0.9565], [2.5219, 0.4803, 0.7549], [3.7826, 0.6526, 2.0478], [-2.8791, -2.2102, -1.8078], [-2.0653, -3.3763, -1.2719], [-1.3437, -3.8948, -2.3864], [-2.3844, -3.9109, -3.6058], [-3.3083, -4.9648, -3.4348], [-1.6688, -3.7758, -4.8056], [-3.1098, -2.5625, -3.1864], [-2.2764, -1.2997, -1.8088], [-3.8129, -1.9899, -1.3004], [-2.7128, -4.1975, -0.9406], [-1.4729, -3.1336, -0.3926], [0.8237, -4.1560, 3.2601], [-0.1430, -3.3110, 2.4131], [-1.4396, -3.8460, 2.6112], [-1.4805, -4.5917, 4.0259], [-2.3927, -5.6531, 3.9370], [-1.5735, -3.6273, 5.0558], [0.0207, -5.1244, 3.9483], [1.3124, -3.5167, 3.9953], [1.6009, -4.5891, 2.6373], [0.0541, -3.3121, 1.3418], [-0.0782, -2.2592, 2.7065], [0.2275, 5.9119, -1.9910], [0.3672, 4.5328, -2.6414], [-0.5008, 4.5957, -3.7862], [-1.3631, 5.9305, -3.8481], [-2.7272, 5.5892, -3.9900], [-0.7583, 6.8471, -4.7391], [-1.0760, 6.3700, -2.3468], [0.9826, 6.5522, -2.4617], [0.3679, 5.9916, -0.9194], [0.1384, 3.6769, -2.0076], [1.3757, 4.3793, -3.0248], [-1.6837, -0.1613, 4.3272], [-0.6980, -0.4918, 5.4415], [-1.4748, -0.7289, 6.5884], [-2.9371, -0.0681, 6.4523], [-3.0236, 0.9960, 7.3724], [-3.9094, -1.0802, 6.4233], [-2.7330, 0.5312, 4.9962], [-2.0243, -1.1131, 3.9072], [-1.2499, 0.4457, 3.5441], [0.0365, 0.3171, 5.5108], [-0.1079, -1.3588, 5.1395]], "atomic_forces_ev_per_a": [[-0.6, 0.3, -0.2], [0.3, -0.5, 0.6], [0.3, 0.9, -1.9], [-1.1, -1.0, 1.5], [0.6, 0.1, -0.6], [-0.9, -0.4, -0.7], [-0.2, -0.2, 0.1], [0.3, 0.6, -0.3], [0.3, 0.2, -0.4], [-0.3, 0.0, 0.2], [0.1, 0.6, 0.2], [0.1, -0.6, -0.2], [0.9, 0.2, 0.0], [0.8, -0.1, -0.8], [0.0, 0.2, 0.4], [-0.7, 0.1, 0.1], [-0.3, 0.3, 0.2], [0.1, -0.3, 0.2], [-0.6, 0.1, 0.1], [0.1, -0.1, 0.1], [-0.3, -0.1, 0.0], [-0.1, 0.1, 0.3], [0.2, -0.2, -0.5], [-0.1, 0.2, -0.1], [0.3, -0.5, 0.0], [-0.2, -0.7, -0.1], [-0.4, 0.6, 0.7], [0.0, 0.1, 0.0], [-0.1, 0.3, 0.0], [-0.1, 0.0, 0.0], [0.2, 0.3, -0.2], [0.0, -0.1, -0.1], [0.3, -0.1, -0.2], [0.0, 0.1, 0.3], [0.2, 0.3, -0.2], [-0.1, -0.5, 0.2], [0.0, 0.3, 0.0], [0.1, 0.6, 0.4], [-0.5, -0.4, -0.4], [0.0, -0.1, -0.2], [0.0, 0.0, 0.3], [0.3, -0.3, -0.1], [-0.3, -0.1, -0.3], [0.0, 0.1, 0.2], [0.1, 0.1, 0.0], [-0.3, -0.1, 0.3], [0.3, 0.1, -0.2], [-0.2, 0.3, -0.3], [0.5, -0.6, 0.8], [-0.3, 0.6, 0.0], [0.8, -0.9, 0.0], [0.2, 0.3, 0.1], [-0.2, -0.1, -0.2], [0.0, 0.0, -0.1], [0.0, -0.1, -0.1], [0.5, 0.2, 1.2], [0.2, 0.1, -0.3], [0.9, 0.5, -0.3], [-1.3, -0.9, 1.1], [0.4, 0.2, -0.2], [-0.2, 0.5, 1.1], [-0.3, -0.6, 0.1], [0.5, 0.3, -0.7], [-0.3, 0.2, -0.5], [0.0, 0.0, -0.1], [-0.1, -0.4, 0.0], [-0.2, 0.2, 0.0], [0.6, 0.2, -0.5], [0.3, 0.8, 0.2], [0.3, 0.7, -0.3], [-0.3, -0.1, 0.1], [0.4, 0.3, -0.5], [-0.3, -0.7, 0.0], [0.1, 0.5, 0.4], [0.0, -0.3, -0.4], [0.0, -0.1, 0.0], [-0.2, -0.6, 0.2], [0.1, -0.4, 0.1], [-0.3, -0.1, 0.2], [0.9, 0.3, -0.5], [0.5, -0.1, 0.1], [-0.1, -0.2, 0.0], [0.0, -0.3, 0.4], [-0.2, 0.0, 0.1], [0.3, 0.2, -0.3], [-0.3, 0.0, 0.2], [-0.2, 0.2, 0.1], [-0.3, -0.3, 0.1], [-0.5, 0.0, 0.0], [0.0, 0.1, 0.1], [0.4, -1.1, 0.1], [1.1, 0.3, -1.6], [-0.3, 0.0, 0.2], [1.1, 0.3, -0.2], [-0.2, 0.6, 0.4], [-0.7, -0.8, 0.0], [-0.2, 0.3, -0.2], [-0.5, 0.2, -0.1], [-0.2, 0.3, 0.0], [-0.4, 0.2, 0.8], [-0.3, -0.3, 0.4]], "lowdin_charge": [0.8043, -0.2397, -0.3618, -0.3216, -0.1285, 0.0712, 0.1073, 0.1093, 0.0847, 0.0508, -0.4620, 0.0416, -0.1350, -0.1294, -0.0610, 0.0744, 0.1360, 0.1118, 0.1151, 0.1064, 0.1308, 0.1235, -0.4657, 0.0323, -0.1374, -0.1275, -0.0617, 0.1085, 0.1277, 0.0950, 0.1217, 0.1040, 0.1215, 0.0378, -0.4714, 0.0522, -0.1171, -0.1179, -0.0550, 0.1286, 0.1258, 0.1180, 0.0982, 0.1107, 0.1077, 0.1253, -0.4879, 0.0185, -0.1313, -0.1151, -0.0700, 0.0845, 0.1321, 0.1117, 0.1265, 0.0747, 0.1158, -0.1312, -0.1643, -0.1991, 0.5729, -0.2041, -0.2020, -0.1967, 0.1062, 0.1432, 0.1343, 0.1106, -0.1479, -0.1925, -0.1775, 0.5935, -0.1871, -0.1967, -0.1698, 0.1179, 0.1262, 0.1047, 0.0955, -0.1580, -0.1339, -0.2134, 0.5804, -0.2093, -0.2092, -0.1766, 0.1288, 0.1309, 0.1052, 0.1322, -0.1661, -0.1927, -0.1620, 0.5880, -0.2141, -0.1999, -0.1662, 0.1218, 0.0987, 0.1191, 0.1113]}